Record 1
Formula: C19H27N7O8
Source: the OMol25 dataset
Level of theory: ωB97M-V/def2-TZVPD

Last column: Löwdin charge in e.
Atoms and positions in Å:
1 C -0.5973 -4.7720 0.7428  0.05
2 N -0.3462 -4.1831 2.0837  -0.44
3 O -0.6577 -4.8599 3.0112  0.09
4 O 0.1836 -3.0773 2.1744  0.03
5 H -1.1740 -4.0758 0.1007  0.08
6 H -1.1737 -5.6571 0.8632  0.09
7 H 0.3056 -5.0178 0.2322  0.10
8 C 3.4278 0.5063 -1.8668  0.04
9 N 4.7590 0.7527 -1.2082  -0.43
10 O 5.7698 0.4345 -1.8185  0.06
11 O 4.6976 1.2335 -0.0905  0.04
12 H 3.0694 1.4315 -2.2660  0.08
13 H 2.7690 0.1669 -1.0601  0.08
14 H 3.6069 -0.2275 -2.6585  0.09
15 C -2.8302 -1.4371 -2.6734  0.03
16 N -1.9983 -2.6530 -2.8743  -0.45
17 O -1.5959 -2.8472 -3.9959  0.06
18 O -1.7157 -3.2750 -1.8868  0.04
19 H -3.1556 -1.0508 -3.6499  0.10
20 H -2.1021 -0.6942 -2.2632  0.07
21 H -3.7179 -1.6688 -2.0591  0.11
22 C 0.9583 -0.9016 -5.9531  0.06
23 N 0.9068 0.3285 -5.0705  -0.44
24 O 1.8822 0.5933 -4.4200  0.05
25 O -0.0963 1.0013 -5.1417  0.06
26 H 0.8943 -0.6115 -6.9915  0.09
27 H 0.0467 -1.5129 -5.7862  0.09
28 H 1.8649 -1.4659 -5.7116  0.10
29 N -4.0328 1.1991 2.4110  0.07
30 C -2.9288 0.4603 2.2732  -0.14
31 C -2.8484 -0.9172 2.5577  -0.07
32 C -3.9832 -1.5361 2.9737  -0.11
33 C -5.1052 -0.8001 3.1304  -0.11
34 C -5.1352 0.5263 2.8373  -0.14
35 H -2.0309 0.8874 1.7634  0.10
36 H -1.8888 -1.4794 2.5159  0.10
37 H -4.1016 -2.6003 3.1933  0.12
38 H -5.9927 -1.3660 3.3431  0.10
39 H -6.0849 1.0053 2.8913  0.10
40 N 1.5265 4.4057 1.9941  0.05
41 C 1.0622 3.9799 3.1879  -0.15
42 C 1.8515 3.2221 4.0701  -0.08
43 C 3.1353 2.9395 3.7130  -0.11
44 C 3.6184 3.3748 2.5234  -0.10
45 C 2.8165 4.0837 1.6459  -0.13
46 H 0.0244 4.1755 3.4241  0.10
47 H 1.4607 2.9377 5.0601  0.11
48 H 3.8247 2.4652 4.4343  0.12
49 H 4.6900 3.2286 2.3250  0.11
50 H 3.2174 4.5185 0.7392  0.10
51 N -0.3507 0.1173 -1.5721  0.05
52 C -0.1428 1.4265 -1.5057  -0.15
53 C 0.4082 2.0492 -0.4231  -0.07
54 C 0.8079 1.3220 0.6657  -0.08
55 C 0.5538 -0.0298 0.6924  -0.06
56 C -0.0047 -0.5447 -0.4908  -0.16
57 H -0.4006 2.0098 -2.3841  0.11
58 H 0.5782 3.1103 -0.3935  0.10
59 H 1.0582 1.7771 1.6372  0.10
60 H 0.6160 -0.7887 1.4469  0.08
61 H -0.1997 -1.6194 -0.4427  0.09

Electronic energy (Ha): -1724.9820
LUMO (eV): 0.087
Net charge: 0

Record 2
Formula: CH5OP
Source: the OMol25 dataset
Level of theory: ωB97M-V/def2-TZVPD

Last column: Löwdin charge in e.
Atoms and positions in Å:
1 C -0.0514 -0.6640 -0.2684  -0.55
2 O 1.3118 -0.8268 -0.6008  -0.22
3 P -0.9999 1.2608 -0.2242  0.73
4 H 1.5476 -0.0752 0.2794  0.20
5 H -0.2232 -1.2007 0.6241  0.01
6 H -0.6843 -1.5239 -1.0944  0.14
7 H -1.1504 0.9841 1.0903  -0.21
8 H 0.2497 2.0457 0.1941  -0.10

Electronic energy (Ha): -457.5498
LUMO (eV): 0.612
Energy relative to the best compared isomer or geometry (same formula, charge and spin) (kcal/mol): 82.4
Net charge: 0

Record 3
Formula: C5H9B
Source: the OMol25 dataset
Level of theory: ωB97M-V/def2-TZVPD

Last column: Löwdin charge in e.
Atoms and positions in Å:
1 B -0.5609 0.6474 0.4648  -0.08
2 C -0.6461 -2.4192 -1.3501  -0.01
3 C 1.9504 1.0038 0.7550  -0.19
4 C -0.0316 -3.3900 -1.0161  0.00
5 C 0.6551 0.3650 1.1790  -0.19
6 C -1.7350 1.4073 -0.2414  -0.06
7 H 2.8501 0.7971 1.3709  0.07
8 H -1.1956 -1.5519 -1.6639  0.02
9 H 2.2134 0.4964 -0.2301  0.08
10 H 1.7102 2.1143 0.5920  0.09
11 H 0.5132 -4.2518 -0.7410  0.01
12 H 0.7589 -0.6904 1.6549  0.09
13 H -1.7386 2.4980 0.0033  0.08
14 H -2.6514 1.1603 0.2113  0.03
15 H -1.7944 1.3570 -1.3283  0.05

Electronic energy (Ha): -220.5892
LUMO (eV): 0.560
Energy relative to the best compared isomer or geometry (same formula, charge and spin) (kcal/mol): 89.7
Net charge: 0

Record 4
Formula: C7H8FPS
Source: the OMol25 dataset
Level of theory: ωB97M-V/def2-TZVPD

Last column: Löwdin charge in e.
Atoms and positions in Å:
1 C 2.2047 -1.7583 0.1449  -0.12
2 C 1.0790 -2.6012 0.2250  -0.06
3 C 2.0948 -0.4308 -0.0468  -0.06
4 C -0.1878 -2.0061 0.2024  -0.12
5 C 0.7882 0.2003 0.0458  -0.05
6 C -0.2987 -0.6229 0.0282  -0.39
7 C -2.1603 1.6223 -0.5986  -0.29
8 F -1.4828 3.3642 1.3063  -0.18
9 P -2.0286 0.0022 -0.0536  0.49
10 S -3.4234 -1.1327 0.6885  0.25
11 H 3.2091 -2.1214 0.0254  0.10
12 H 1.4094 -3.6922 0.1574  0.13
13 H 2.9984 0.1681 -0.3069  0.12
14 H -1.0030 -2.7186 0.2508  0.08
15 H 0.5878 1.1577 -0.1349  0.05
16 H -3.1282 1.7146 -1.0007  0.00
17 H -1.4066 2.5104 0.7964  0.02
18 H -1.3920 1.8532 -1.2950  0.01

Electronic energy (Ha): -1110.8763
LUMO (eV): -1.089
Energy relative to the best compared isomer or geometry (same formula, charge and spin) (kcal/mol): 11.6
Net charge: 0

Among the records above, which one has the highest LUMO? CH5OP

Copy entry 4 word for word.
Formula: C7H8FPS
Source: the OMol25 dataset
Level of theory: ωB97M-V/def2-TZVPD

Last column: Löwdin charge in e.
Atoms and positions in Å:
1 C 2.2047 -1.7583 0.1449  -0.12
2 C 1.0790 -2.6012 0.2250  -0.06
3 C 2.0948 -0.4308 -0.0468  -0.06
4 C -0.1878 -2.0061 0.2024  -0.12
5 C 0.7882 0.2003 0.0458  -0.05
6 C -0.2987 -0.6229 0.0282  -0.39
7 C -2.1603 1.6223 -0.5986  -0.29
8 F -1.4828 3.3642 1.3063  -0.18
9 P -2.0286 0.0022 -0.0536  0.49
10 S -3.4234 -1.1327 0.6885  0.25
11 H 3.2091 -2.1214 0.0254  0.10
12 H 1.4094 -3.6922 0.1574  0.13
13 H 2.9984 0.1681 -0.3069  0.12
14 H -1.0030 -2.7186 0.2508  0.08
15 H 0.5878 1.1577 -0.1349  0.05
16 H -3.1282 1.7146 -1.0007  0.00
17 H -1.4066 2.5104 0.7964  0.02
18 H -1.3920 1.8532 -1.2950  0.01

Electronic energy (Ha): -1110.8763
LUMO (eV): -1.089
Energy relative to the best compared isomer or geometry (same formula, charge and spin) (kcal/mol): 11.6
Net charge: 0

Among the records above, which one has the lowest electronic energy? C19H27N7O8